Density functional theory data (wB97M-V/def2-TZVPD) for C26H27N3P2SSn as an isolated structure in a non-equilibrium geometry.

Each line ends with the Mulliken charge.
Atoms and positions in Å:
1 Sn 0.035 -0.149 2.940  0.50
2 C 1.518 -2.572 -0.116  -1.03
3 N 0.726 -1.332 -0.100  0.41
4 P -0.831 -1.411 0.687  -0.05
5 C -1.557 -3.051 0.428  0.47
6 C -1.903 -3.817 1.537  -0.37
7 C -2.630 -4.983 1.371  -0.67
8 C -3.012 -5.381 0.099  -0.49
9 C -2.664 -4.621 -1.010  -0.79
10 C -1.938 -3.457 -0.848  -0.29
11 C -1.908 -0.396 -0.366  1.47
12 C -3.095 0.027 0.234  -1.33
13 C -4.053 0.681 -0.522  -0.50
14 C -3.815 0.929 -1.867  -0.59
15 C -2.632 0.514 -2.460  -1.02
16 C -1.678 -0.159 -1.714  -0.01
17 P 1.421 0.094 0.612  -0.38
18 C 3.231 -0.036 0.673  0.63
19 C 3.827 0.251 1.899  -0.26
20 C 5.205 0.287 2.013  -0.75
21 C 5.988 0.018 0.902  -0.56
22 C 5.400 -0.256 -0.325  -0.88
23 C 4.022 -0.270 -0.450  0.10
24 C 1.184 1.381 -0.644  1.40
25 C 1.312 1.160 -2.010  -0.34
26 C 1.284 2.239 -2.875  -0.91
27 C 1.123 3.528 -2.390  -0.63
28 C 0.991 3.745 -1.028  -0.77
29 C 1.026 2.673 -0.155  -0.61
30 H 1.261 -3.153 -1.001  0.32
31 H 1.349 -3.202 0.761  0.37
32 H 2.577 -2.324 -0.150  0.40
33 H -1.617 -3.491 2.532  0.35
34 H -2.918 -5.575 2.228  0.43
35 H -3.592 -6.279 -0.030  0.43
36 H -2.975 -4.915 -2.002  0.44
37 H -1.677 -2.849 -1.699  0.39
38 H -3.268 -0.199 1.285  0.38
39 H -4.990 0.984 -0.078  0.47
40 H -4.556 1.442 -2.460  0.47
41 H -2.464 0.703 -3.510  0.46
42 H -0.768 -0.511 -2.174  0.62
43 H 3.192 0.459 2.763  0.12
44 H 5.670 0.528 2.957  0.43
45 H 7.063 0.024 0.991  0.43
46 H 6.021 -0.444 -1.190  0.44
47 H 3.566 -0.460 -1.410  0.40
48 H 1.446 0.159 -2.396  0.47
49 H 1.411 2.080 -3.934  0.48
50 H 1.111 4.361 -3.076  0.46
51 H 0.886 4.748 -0.646  0.51
52 H 0.964 2.817 0.920  0.43
53 N -2.078 3.230 1.041  -0.23
54 C -1.658 3.358 2.286  0.82
55 N -1.527 4.543 2.845  -0.39
56 S -1.290 1.981 3.281  -0.40
57 H -2.392 4.032 0.510  0.24
58 H -2.273 2.316 0.655  0.06
59 H -1.820 5.389 2.378  0.22
60 H -1.230 4.615 3.808  0.23

As for the orbital gap: 8.045 eV. The calculation puts the total energy at -2465.96709 Ha. As for the charge: +2. The energy relative to the best compared isomer or geometry (same formula, charge and spin) is 29.49 kcal per mole. The calculation puts the HOMO energy at -14.344 eV.